Entry 1:
This record from OMol25 describes C22H65F6N3O21PtS2 as an isolated structure. The level of theory is the ωB97M-V functional and the def2-TZVPD basis.

Geometry as XYZ:
```
120
Properties=species:S:1:pos:R:3:forces:R:3
Pt 0.0602 -0.6190 0.5228 -0.4 -0.8 -0.7
C 2.2607 -3.7507 -1.1758 1.5 1.3 0.1
F 2.4776 -3.2104 0.0858 0.3 -0.3 -1.8
F 2.8717 -3.0004 -2.1600 -0.6 -0.6 1.5
F 2.8025 -4.9498 -1.1901 0.2 -0.1 -0.1
S 0.4952 -3.8153 -1.3549 -0.9 -3.0 -1.3
O 0.1455 -4.3221 -2.6702 0.6 0.7 0.0
O 0.2631 -4.8085 -0.3434 -0.8 -0.2 1.3
O 0.0259 -2.4984 -1.0890 -0.5 2.2 0.5
C 3.2715 0.5674 -2.3312 0.1 -1.2 -1.7
F 4.1560 -0.4003 -2.5492 -0.3 -0.7 0.1
F 3.8069 1.6454 -2.8236 0.5 1.8 -0.6
F 2.1489 0.3208 -3.1030 0.9 -0.1 1.5
S 3.0284 0.8419 -0.5708 -0.1 0.7 1.4
O 4.3481 0.8652 0.0324 -0.7 0.2 -0.8
O 2.2383 2.0514 -0.5696 0.5 0.4 0.2
O 2.2483 -0.2842 -0.0978 -0.7 -1.4 0.1
C -4.1116 4.0270 1.2839 0.5 1.0 1.4
C -2.9592 2.9956 1.1983 -1.9 0.3 1.3
C -3.6030 1.6959 0.7129 2.9 0.0 0.5
O -4.5013 1.1433 1.5670 -1.9 -0.5 1.3
C -4.0117 0.8465 2.8602 -1.0 -0.9 0.0
N -1.9712 3.3745 0.2405 1.1 1.2 -0.3
H -3.7228 5.0789 1.3354 -0.2 -0.8 0.0
H -4.7657 3.9089 2.1784 0.5 -0.2 -0.6
H -4.7337 3.9539 0.4145 -0.4 0.0 -0.6
H -2.5058 2.8995 2.2108 0.0 -0.1 -0.8
H -2.7902 0.9479 0.6071 -0.1 0.4 -0.7
H -4.0814 1.9872 -0.2082 -0.3 -0.5 -0.6
H -4.8358 0.3525 3.4170 0.6 0.0 -0.5
H -3.7736 1.7116 3.4282 0.2 1.1 0.4
H -3.1176 0.2259 2.8367 0.1 -0.3 -0.2
H -2.4419 3.4581 -0.6709 0.5 0.2 0.3
H -1.6364 4.3197 0.5409 -0.3 -1.0 -0.9
C 0.5545 4.8025 -3.6940 0.3 0.4 -0.9
C 0.0672 3.4021 -3.7603 2.0 -2.5 2.3
C 0.7084 2.5954 -4.8691 1.6 -1.7 -0.7
O 0.3405 3.2324 -6.0532 -0.1 1.3 -0.2
C 0.2552 2.4805 -7.2214 -1.2 0.5 0.1
N 0.2823 2.6159 -2.4262 -1.4 1.2 -1.8
H 0.3708 5.1529 -4.7113 0.1 0.5 0.0
H 1.6524 4.7655 -3.5759 -0.5 0.5 0.4
H -0.0134 5.4566 -3.0057 0.6 -0.4 -0.1
H -0.9424 3.3497 -3.9972 -2.1 0.1 -0.1
H 0.3237 1.5417 -4.9258 0.2 0.8 0.6
H 1.8735 2.4736 -4.8182 -1.7 0.5 0.3
H -0.1783 1.5227 -6.9931 -0.3 -0.7 0.0
H 1.2000 2.3262 -7.6821 1.0 -0.1 -0.6
H -0.4370 3.0305 -7.8902 0.5 -0.4 0.2
H 0.0309 3.2903 -1.7177 0.1 0.0 0.5
H 1.2604 2.4343 -2.2982 0.4 0.2 0.0
C 0.8608 1.4660 4.6414 0.2 0.4 -1.2
C 2.0582 2.0884 3.9852 1.2 0.2 -2.0
C 3.3964 1.9942 4.7155 -0.3 -0.2 -1.4
O 3.7066 0.6138 4.7766 -0.1 0.4 0.4
C 4.8681 0.3355 5.5155 0.9 -1.3 -0.7
N 2.2625 1.5889 2.5400 -1.4 1.5 0.9
H 0.0516 1.7850 4.0069 -0.7 -0.3 -0.3
H 0.6658 1.9871 5.5546 0.1 -0.4 1.1
H 0.9277 0.3903 4.6184 -0.2 -0.3 0.7
H 1.7710 3.1342 3.8139 0.5 0.0 0.3
H 3.3878 2.4362 5.6838 -0.2 0.3 1.1
H 4.1418 2.5490 4.1135 0.0 -0.4 0.2
H 5.1704 -0.7089 5.2816 -0.3 0.6 0.1
H 4.7279 0.3942 6.5891 -0.2 0.4 0.3
H 5.6999 0.9522 5.1646 0.0 0.2 0.2
H 2.7988 0.7560 2.3965 0.6 -0.4 0.4
H 2.6661 2.3461 1.9855 0.1 -0.5 0.2
O 0.4865 -1.7084 2.4033 0.1 0.5 -0.8
H 1.2082 -1.5002 3.0681 -0.4 -0.2 0.0
H -0.3963 -1.7118 2.8038 0.3 -0.4 0.7
O -0.2653 1.3487 1.5143 -0.6 -0.4 -0.1
H -0.4965 2.0530 0.8847 -0.2 0.2 -0.2
H 0.6669 1.4632 1.8052 0.9 0.4 0.4
O -2.0534 -1.4841 1.0084 0.6 -0.3 1.4
H -1.9663 -2.4324 1.3545 0.1 0.8 -0.7
H -2.5981 -1.4671 0.2099 -0.2 -0.1 -0.7
O -0.5893 0.0327 -1.6149 0.5 -0.6 0.6
H -0.4532 0.9932 -1.6924 0.3 0.8 -0.7
H 0.1451 -0.3797 -2.1156 -0.4 0.2 -0.1
C -4.0092 -1.4070 -2.3759 0.8 -1.3 0.6
C -5.3487 -1.6508 -1.7254 -0.5 1.6 0.5
O -5.7905 -0.4881 -1.0173 -0.4 0.4 -0.2
O -3.0541 -0.9492 -1.3696 -1.6 -0.8 -0.3
H -4.0296 -0.6792 -3.1357 -0.5 1.2 -0.9
H -3.6832 -2.3304 -2.8826 0.2 0.1 0.4
H -5.3439 -2.4469 -1.0135 0.5 -0.9 0.4
H -6.1860 -1.8697 -2.4054 0.7 0.0 -0.3
H -5.0797 -0.0591 -0.5234 0.1 -0.5 -0.1
H -2.2702 -0.5542 -1.7662 0.3 0.0 -0.2
C 3.3996 -2.4929 3.3515 0.0 -0.6 0.2
C 4.0617 -1.8538 2.1544 -0.3 -0.1 1.6
O 4.9497 -0.7769 2.5104 -1.0 -0.9 0.0
O 2.4371 -1.6733 4.0449 0.1 -1.4 -0.7
H 4.1456 -2.8924 4.0157 0.6 0.4 0.9
H 2.9329 -3.4439 3.0633 -0.5 0.6 -0.4
H 3.2557 -1.5894 1.5097 -0.3 0.8 -0.8
H 4.5919 -2.6620 1.7168 0.8 -0.7 -0.8
H 5.1711 -0.4037 1.6599 0.3 0.6 -0.4
H 2.8942 -0.8654 4.2377 0.5 1.4 0.6
C -2.1069 -3.7353 4.0186 0.6 2.0 1.4
C -1.2392 -4.4627 3.0560 -0.3 -1.7 -0.7
O -1.4418 -3.9287 1.7396 -0.2 -0.1 0.4
O -1.5400 -2.3600 4.1276 0.1 -1.1 0.3
H -2.1259 -4.1757 5.0632 0.3 0.3 -1.3
H -3.1340 -3.6305 3.7047 -0.3 -0.2 -0.4
H -1.6112 -5.5127 3.0798 0.4 0.4 -0.1
H -0.1785 -4.4701 3.3808 -0.5 0.3 -0.3
H -1.0242 -4.4156 0.9887 0.3 0.1 0.7
H -2.1655 -1.6868 3.8800 -0.8 0.1 0.0
C 0.3431 -1.6831 -5.3173 0.3 0.4 0.8
C -0.7503 -2.6709 -5.5974 0.6 -0.3 0.4
O -1.4904 -2.9407 -4.4148 -1.3 1.3 -1.5
O -0.1211 -0.7018 -4.3963 -0.2 0.0 0.0
H 0.6130 -1.1860 -6.2384 0.3 0.2 -0.3
H 1.2047 -2.2135 -4.9068 0.2 0.2 0.1
H -0.2265 -3.5384 -5.9942 -0.5 -0.4 -0.2
H -1.3789 -2.2169 -6.3438 -0.8 -0.2 -0.2
H -1.0864 -3.5885 -3.8678 1.2 -1.1 0.9
H -0.8684 -1.1412 -3.9492 0.2 0.1 -0.1
```
Forces are in eV/Å.

The value obtained for the largest force on an atom is 3.92 eV Å⁻¹. Its electronic energy is -4136.31840 Ha. The net charge is 0. As for the orbital gap (alpha / beta): 0.337 / 0.338 Ha. Its spin multiplicity is 3. The calculation puts the HOMO energy (alpha / beta) at -9.087 / -9.555 eV.


Entry 2:
This record from OMol25 describes a 2-piece molecular cluster, C3H9N overall. The level of theory is the ωB97M-V functional and the def2-TZVPD basis.

Geometry as XYZ:
```
13
Properties=species:S:1:pos:R:3:forces:R:3
N -2.5822 1.8097 1.4341 0.3 0.1 0.0
H -1.6383 1.9776 1.7645 -0.1 0.1 0.0
H -3.0904 1.3727 2.1926 -0.1 -0.1 -0.1
H -2.5274 1.1711 0.6508 -0.2 -0.1 0.1
C 0.8705 -1.4089 0.1866 0.8 0.3 0.6
C 0.8866 -0.1877 -0.5812 -0.3 0.4 -1.4
C 1.5698 -0.0920 -1.8168 0.1 -0.4 0.3
H -0.0424 -1.9578 -0.0914 -0.2 0.0 0.1
H 1.7377 -2.0242 -0.0317 0.0 -0.3 -0.2
H 0.8586 -1.1877 1.2574 -0.4 -0.1 0.0
H 0.2674 0.6820 -0.3528 0.1 -0.2 0.5
H 1.7490 0.8456 -2.3223 -0.1 0.2 0.0
H 1.9412 -1.0003 -2.2899 0.0 0.1 0.0
```
Forces are in eV/Å.

The value obtained for the largest force on an atom is 1.45 eV Å⁻¹. Its electronic energy is -174.07008 Ha. The net charge is +1. As for the orbital gap (alpha / beta): 0.263 / 0.139 Ha. Its spin multiplicity is 2. The calculation puts the HOMO energy (alpha / beta) at -13.051 / -13.051 eV.


Entry 3:
This record from OMol25 describes C4H10N2 as an isolated structure. The level of theory is the ωB97M-V functional and the def2-TZVPD basis.

Geometry as XYZ:
```
16
Properties=species:S:1:pos:R:3:forces:R:3
C -1.8765 0.8508 0.1361 0.2 0.3 -0.2
C -1.7351 -0.1540 -0.9531 0.4 0.3 -0.3
N -0.6901 0.0269 0.0397 2.3 0.1 0.2
H -0.1768 -0.8921 0.8063 2.4 -0.1 0.4
H -1.5250 0.1955 -1.9587 -0.1 0.1 0.0
H -1.7709 1.9017 -0.1208 0.0 -0.1 0.0
H -2.5549 0.6499 0.9560 0.1 0.0 0.1
H -2.3040 -1.0751 -0.9036 0.2 -0.1 0.1
C 1.0905 0.6184 -0.1804 -3.2 -0.2 -0.6
C 1.9206 -0.6006 0.0795 -1.5 -0.6 0.3
N 1.1487 -1.3102 1.0988 -0.9 -0.3 0.4
H 1.4695 -0.9999 2.0166 -0.2 -0.2 -0.1
H 2.9396 -0.3311 0.3836 -0.2 0.1 -0.1
H 0.9543 0.9862 -1.1951 0.4 0.4 0.1
H 1.1446 1.3533 0.6188 -0.2 0.1 -0.2
H 1.9657 -1.2198 -0.8238 0.2 0.1 0.0
```
Forces are in eV/Å.

The value obtained for the largest force on an atom is 3.21 eV Å⁻¹. Its electronic energy is -267.74783 Ha. The net charge is 0. As for the orbital gap: 0.301 Ha. The calculation puts the HOMO energy at -7.228 eV.